1.
This record from OMol25 describes a gas-phase ion, C2H4NO2S (charge -1). The level of theory is ωB97M-V/def2-TZVPD.

The geometry in XYZ format:
```
10
C2H4NO2S, DFT ωB97M-V/def2-TZVPD
S -0.025 1.899 0.992
O 0.754 -1.563 1.637
O 0.908 0.727 -1.239
N 0.650 -1.441 0.429
C -0.510 -0.684 0.094
C -0.238 0.822 -0.383
H 1.680 0.854 -0.739
H -1.278 -0.424 0.898
H -1.001 1.105 -1.014
H -0.941 -1.294 -0.675
```

Results
E_HOMO, eV: -2.955
Energy above the lowest of the compared OMol25 structures with the same formula, charge and spin, eV: 3.248
SMILES: O=NC[C@H](O)[S-]
LUMO level, eV: 3.969
Total charge: -1
Orbital gap, eV: 6.92
DFT total energy, eV: -18557.3148

2.
This record from OMol25 describes C20H22N4O2 in the gas phase. The level of theory is ωB97M-V/def2-TZVPD.

The geometry in XYZ format:
```
48
C20H22N4O2, DFT ωB97M-V/def2-TZVPD
O -1.413 -6.619 -3.275
O -2.312 -0.428 -1.611
N -1.434 -1.988 -0.199
N 1.379 2.893 0.996
N 3.399 3.337 0.147
N -1.826 0.196 0.504
C 3.436 5.964 2.746
C -0.756 2.321 -0.087
C 2.343 2.591 0.077
C -1.074 0.106 1.734
C 1.880 3.945 1.726
C 3.944 5.235 1.692
C -1.901 -3.162 -2.313
C 2.176 5.695 3.282
C -0.938 -5.498 -1.156
C -1.393 -5.518 -2.469
C 1.377 4.685 2.785
C 0.110 2.233 1.175
C -1.445 -3.139 -0.997
C -1.870 -0.731 -0.521
C -2.075 1.577 0.135
C -0.935 -7.836 -2.760
C 3.157 4.212 1.175
C -1.874 -4.336 -3.033
C 0.301 0.765 1.576
C -0.967 -4.317 -0.435
H 0.860 0.703 2.511
H -2.666 1.574 -0.782
H -1.523 -8.167 -1.896
H -2.226 -4.362 -4.051
H -0.965 -0.924 2.074
H 4.916 5.439 1.274
H -1.100 -2.156 0.737
H 0.866 0.243 0.801
H 2.224 1.800 -0.639
H -2.651 2.051 0.935
H -1.043 -8.561 -3.565
H -0.232 1.864 -0.928
H 0.403 4.489 3.210
H 4.022 6.766 3.171
H -0.609 -4.319 0.586
H 0.120 -7.767 -2.476
H -0.953 3.365 -0.333
H -0.558 -6.388 -0.680
H -0.406 2.753 1.992
H 1.817 6.293 4.107
H -1.644 0.639 2.505
H -2.275 -2.257 -2.761
```

Results
E_HOMO, eV: -7.902
Energy above the lowest of the compared OMol25 structures with the same formula, charge and spin, eV: 0.402
SMILES: COc1ccc(NC(=O)N2CCC(n3cnc4ccccc43)CC2)cc1
LUMO level, eV: 0.442
Total charge: 0
Orbital gap, eV: 8.34
DFT total energy, eV: -31153.5632

3.
This record from OMol25 describes a molecular structure, C17H30IrN2Si2. The level of theory is ωB97M-V/def2-TZVPD.

The geometry in XYZ format:
```
52
C17H30IrN2Si2, DFT ωB97M-V/def2-TZVPD
Ir 0.077 0.711 0.418
Si -2.275 1.381 0.564
Si 0.132 0.107 2.798
N -1.517 -0.394 -5.370
N -1.077 0.274 -2.803
C -2.673 3.110 -0.045
C -3.093 1.169 5.166
C 0.227 -1.745 3.091
C -1.214 -1.184 -3.094
C -1.577 0.754 3.310
C -3.472 0.152 -0.251
C -2.543 1.262 2.424
C -2.039 -1.324 -4.371
C 1.564 1.315 -1.096
C -4.045 1.668 4.289
C 2.141 1.351 0.225
C -1.878 0.722 4.676
C 2.100 0.116 -1.739
C 2.929 -0.560 -0.815
C -3.764 1.714 2.934
C 1.449 0.984 3.804
C 2.998 0.161 0.353
H -2.581 3.205 -1.129
H -0.621 -2.260 2.637
H -1.146 0.341 5.381
H 3.538 -0.103 1.248
H -3.574 0.193 -1.341
H 3.434 -1.494 -1.010
H -2.015 3.851 0.410
H -0.768 -0.804 -5.915
H -4.470 0.383 0.137
H -3.297 1.131 6.228
H -0.263 0.487 -2.200
H 2.329 2.250 0.797
H -3.079 -1.068 -4.162
H -1.882 0.626 -2.280
H -4.998 2.024 4.660
H -1.012 0.750 -3.720
H 1.353 2.068 3.730
H 0.214 -1.966 4.161
H -0.207 -1.580 -3.215
H -3.700 3.374 0.221
H 1.374 0.715 4.861
H -3.251 -0.876 0.038
H 1.293 2.217 -1.631
H -2.235 -0.104 -6.020
H 2.452 0.707 3.472
H 1.145 -2.168 2.678
H -4.518 2.115 2.264
H -2.026 -2.372 -4.679
H -1.681 -1.663 -2.237
H 1.971 -0.154 -2.779
```

Results
E_HOMO (alpha / beta), eV: -8.545 / -11.427
Multiplicity: 5
<S²>: 6.022
LUMO level (alpha / beta), eV: -2.505 / -5.047
Total charge: +1
Orbital gap (alpha / beta), eV: 6.04 / 6.38
DFT total energy, eV: -39680.9769

4.
This record from OMol25 describes a gas-phase ion, C8H17N3O (charge +2). The level of theory is ωB97M-V/def2-TZVPD.

The geometry in XYZ format:
```
29
C8H17N3O, DFT ωB97M-V/def2-TZVPD
O 1.732 0.608 -0.191
N 0.435 -0.201 1.727
N -1.762 -0.219 0.040
N -0.502 0.424 -1.873
C 0.689 -1.734 1.842
C -0.896 0.150 2.323
C -0.746 1.875 -2.104
C -1.429 -0.418 -2.604
C 0.593 0.227 0.298
C -1.978 -0.327 1.296
C 3.048 0.233 0.338
C -0.534 0.119 -0.446
H 3.403 0.857 1.152
H 0.759 -1.931 2.839
H -1.905 1.875 -1.920
H -0.519 2.093 -3.137
H -0.999 -1.553 -2.676
H 2.867 -0.780 0.806
H -1.438 -0.074 -3.608
H 1.586 -2.033 1.345
H -0.274 -2.348 1.461
H -2.418 -0.508 -2.372
H 0.485 0.142 -2.283
H -2.959 -0.511 1.575
H -0.964 -0.135 3.407
H -0.204 2.449 -1.491
H -0.939 1.203 2.478
H 1.177 0.341 2.347
H 3.694 0.177 -0.573
```

Results
E_HOMO, eV: -16.994
Energy above the lowest of the compared OMol25 structures with the same formula, charge and spin, eV: 2.498
SMILES: COC1=C([NH+](C)C)N=CC[N@H+]1C
LUMO level, eV: -7.764
Total charge: +2
Orbital gap, eV: 9.23
DFT total energy, eV: -15069.1861

5.
This record from OMol25 describes a molecular structure, C45H67NO6P3SSiTi. The level of theory is ωB97M-V/def2-TZVPD.

The geometry in XYZ format:
```
125
C45H67NO6P3SSiTi, DFT ωB97M-V/def2-TZVPD
Ti -0.335 0.431 -0.516
S -3.308 0.120 0.420
P 1.153 -0.055 -2.819
P -0.646 -2.196 0.511
P 0.894 1.916 1.998
Si 1.965 -0.443 0.133
O -0.230 2.217 -0.876
O 2.273 2.834 -1.669
O -3.318 -0.586 -0.874
O -1.675 0.565 -2.485
O -3.243 -0.767 1.554
O -0.974 4.322 -0.705
N -2.066 1.127 0.451
C 1.680 3.582 1.644
C 4.070 0.440 4.199
C 2.007 -4.973 -1.060
C -4.854 0.945 0.473
C 3.155 3.442 1.261
C 0.898 -3.276 2.738
C -1.151 0.904 3.580
C 2.920 0.214 -2.450
C 0.831 -4.392 -0.603
C 2.300 0.932 2.624
C 0.606 0.839 -4.359
C -5.561 1.162 -0.701
C 2.305 -2.343 -4.154
C -2.328 -3.495 -1.279
C -2.079 -3.335 0.233
C -5.445 1.156 1.717
C -6.879 1.582 -0.625
C 1.516 4.660 2.714
C 1.205 0.454 -5.712
C -2.316 2.561 0.205
C 5.535 0.797 -1.680
C 3.177 -2.927 -0.625
C -1.361 -2.409 3.317
C -1.113 3.153 -0.496
C 4.389 -0.711 3.487
C 4.595 0.407 -0.732
C -6.761 1.570 1.772
C 0.653 2.362 -4.186
C 1.997 -2.312 -0.202
C 3.038 1.258 3.767
C -2.033 -4.680 0.989
C 5.173 0.872 -3.017
C 3.285 0.114 -1.100
C -7.503 1.768 0.606
C 0.815 -3.067 -0.170
C 0.309 2.430 4.846
C -0.260 2.148 3.456
C 3.869 0.575 -3.401
C 1.110 -1.853 -3.334
C 3.189 -4.248 -1.052
C -0.232 -2.207 -3.991
C -8.957 2.142 0.688
C -0.173 -2.247 2.357
C 3.713 -1.002 2.314
C 2.677 -0.178 1.857
H -9.362 2.387 -0.293
H -3.216 -4.113 -1.431
H -0.296 -1.840 -5.018
H 5.898 1.174 -3.763
H 3.999 -1.876 1.736
H -2.923 -2.767 0.614
H 4.113 -4.699 -1.395
H -0.874 3.000 3.144
H 3.611 0.641 -4.448
H 1.036 -0.585 -5.976
H -2.598 -4.617 1.917
H -2.524 -2.528 -1.740
H -0.531 2.528 5.539
H -0.064 -4.994 -0.599
H 0.575 -4.296 2.520
H 0.706 1.064 -6.469
H -1.078 -1.797 -3.438
H 1.063 -3.201 3.817
H -2.430 0.072 -2.067
H -4.879 0.967 2.620
H 2.830 2.167 4.315
H 2.270 0.661 -5.793
H 0.892 3.346 4.908
H 1.686 3.592 -1.555
H 6.544 1.045 -1.373
H 1.130 3.918 0.760
H -0.577 0.091 4.035
H 3.248 -2.142 -3.646
H -1.498 -3.961 -1.806
H -2.477 3.116 1.130
H -2.504 -5.453 0.377
H 4.885 0.343 0.312
H -7.235 1.716 2.735
H -9.105 2.996 1.351
H -1.031 -5.020 1.239
H 1.994 -5.996 -1.416
H -2.032 1.413 -2.773
H 4.628 0.703 5.089
H 3.048 3.159 -2.141
H -0.442 0.542 -4.381
H 1.852 -3.110 2.246
H -1.997 1.113 4.242
H -5.098 0.975 -1.660
H -9.538 1.311 1.093
H 5.183 -1.364 3.832
H 0.916 1.595 5.193
H 3.544 4.428 0.990
H -1.539 0.560 2.630
H -3.183 2.745 -0.432
H 1.150 -2.384 -2.391
H -1.045 -2.096 4.314
H -0.346 -3.293 -4.026
H 0.174 2.685 -3.264
H 2.220 -3.427 -4.276
H 1.684 2.716 -4.168
H 0.149 2.838 -5.030
H 2.142 4.461 3.585
H 0.250 -1.253 2.512
H 2.353 -1.899 -5.147
H 1.843 5.612 2.291
H -7.439 1.742 -1.538
H 3.749 3.069 2.096
H -1.656 -3.456 3.385
H 3.293 2.771 0.417
H 4.101 -2.358 -0.643
H -2.226 -1.818 3.033
H 0.483 4.787 3.040
```

Results
E_HOMO, eV: -10.461
Energy above the lowest of the compared OMol25 structures with the same formula, charge and spin, eV: 0.693
LUMO level, eV: -3.127
Total charge: +1
Orbital gap, eV: 7.33
DFT total energy, eV: -131220.2501

6.
This record from OMol25 describes a gas-phase ion, C3H6NOS (charge -1). The level of theory is ωB97M-V/def2-TZVPD.

The geometry in XYZ format:
```
12
C3H6NOS, DFT ωB97M-V/def2-TZVPD
S 1.718 -0.024 -1.136
O -1.899 0.326 1.685
N -0.532 1.535 0.333
C -1.113 0.389 0.740
C 0.651 -1.238 -0.300
C -0.821 -0.805 -0.157
H 0.605 -2.163 -0.890
H -1.419 -1.645 0.203
H -1.184 -0.527 -1.146
H 0.252 1.483 -0.315
H -0.628 2.312 0.966
H 0.999 -1.579 0.681
```

Results
E_HOMO, eV: -2.839
Energy above the lowest of the compared OMol25 structures with the same formula, charge and spin, eV: 0.015
SMILES: NC(=O)CC[S-]
LUMO level, eV: 4.107
Total charge: -1
Orbital gap, eV: 6.95
DFT total energy, eV: -17583.0498

7.
This record from OMol25 describes C3H3N3O2 in the gas phase. The level of theory is ωB97M-V/def2-TZVPD.

The geometry in XYZ format:
```
11
C3H3N3O2, DFT ωB97M-V/def2-TZVPD
O -1.807 0.847 -0.004
O -1.819 -1.489 -0.095
N 0.533 -1.731 0.145
N 1.659 -1.085 -0.034
N -0.582 0.240 0.043
C 1.729 0.314 -0.113
C 0.493 1.003 0.055
C -0.691 -1.082 -0.062
H 0.389 2.109 -0.017
H -2.565 0.121 0.158
H 2.661 0.753 -0.076
```

Results
E_HOMO, eV: -9.420
Energy above the lowest of the compared OMol25 structures with the same formula, charge and spin, eV: 4.932
SMILES: O=c1nnccn1O
LUMO level, eV: -0.621
Total charge: 0
Orbital gap, eV: 8.80
DFT total energy, eV: -11721.0247

8.
This record from OMol25 describes a molecular structure, C22H35BBeCaCl5F2N5O19PS. The level of theory is ωB97M-V/def2-TZVPD.

The geometry in XYZ format:
```
93
C22H35BBeCaCl5F2N5O19PS, DFT ωB97M-V/def2-TZVPD
Ca -1.030 1.319 -4.378
Cl 1.108 3.491 5.003
Cl -1.590 2.717 5.676
Cl -4.860 -2.730 -0.487
Cl -0.110 4.482 7.440
Cl -2.794 -4.683 -3.260
S 0.266 -1.355 -3.211
P -0.766 -1.423 3.128
F 3.090 -1.287 -4.185
F 3.787 -2.323 -6.089
O 4.594 7.027 5.259
O 7.276 -2.219 -3.488
O -3.759 -3.446 1.592
O -4.489 -6.169 0.031
O 7.855 10.172 3.952
O 5.146 -2.463 -4.157
O -5.890 -6.449 1.625
O -2.924 -5.879 -4.027
O -2.141 -1.987 3.835
O -2.338 -4.962 -1.930
O -3.510 -2.577 -5.712
O -5.101 -2.197 2.868
O 5.251 7.451 3.142
O -6.456 -5.343 -0.112
O 7.045 0.326 -4.959
O -4.050 -3.964 -3.208
O -1.813 -3.783 -3.900
O 3.200 6.893 3.487
O 4.961 -0.418 -5.337
N -3.865 -0.624 -1.182
N -0.802 0.256 3.586
N -1.275 -1.085 -2.785
N 0.884 -1.510 -1.769
N -5.595 -5.997 0.521
C -4.226 -2.276 2.088
C 4.388 7.119 4.077
C 0.000 3.123 6.324
C -0.068 -1.405 -0.870
C 1.450 -1.743 1.145
C 6.186 -0.498 -4.837
C -2.750 1.402 -3.048
C -4.720 -0.202 -3.520
C -2.357 -1.089 0.679
C 6.305 -1.829 -4.069
C -3.540 -0.964 1.620
C 3.519 -2.131 -0.329
C -2.550 -0.971 -0.669
C 2.656 -1.107 0.416
C -4.290 -1.287 -2.475
C -1.364 -1.151 -1.469
C -3.473 0.435 -4.064
C 4.223 -3.049 0.685
C -1.051 -1.315 1.274
C 2.165 6.527 4.392
C 6.588 7.746 3.616
C 0.085 -1.479 0.536
B 4.205 -1.643 -4.961
Be -5.978 0.298 1.645
H 1.484 -1.440 2.176
H -2.577 -1.287 4.334
H 3.546 -3.844 0.971
H -3.059 -2.840 -6.520
H -1.913 0.920 -2.489
H -3.712 1.047 -4.948
H -5.229 -0.708 -4.331
H 4.260 -1.635 -0.944
H 3.301 -0.622 1.141
H -0.294 0.741 2.850
H 4.396 -2.478 1.592
H 0.381 2.269 6.866
H 5.162 -3.432 0.316
H 2.861 -2.702 -0.970
H 1.982 7.323 5.113
H 2.409 5.603 4.909
H -2.856 -3.602 1.905
H -1.750 0.621 3.502
H 7.016 6.866 4.099
H -2.869 -0.393 -4.455
H -5.454 0.477 -3.098
H -3.389 1.887 -2.332
H -2.308 2.250 -3.658
H 1.566 -2.825 1.152
H 8.241 10.505 4.774
H 2.301 -0.351 -0.273
H 1.264 6.375 3.802
H 6.589 8.598 4.289
H -4.042 0.366 -1.190
H -5.214 -1.881 -2.245
H -4.289 -0.323 1.107
H -2.878 -2.812 -5.005
H 7.180 8.003 2.748
H -3.579 -1.997 -2.855
H -3.238 -0.449 2.515
```

Results
E_HOMO, eV: -4.591
LUMO level, eV: -3.822
Total charge: -1
Orbital gap, eV: 0.77
DFT total energy, eV: -177402.8115

9.
This record from OMol25 describes a molecular structure, C35H58CuN3OP2. The level of theory is ωB97M-V/def2-TZVPD.

The geometry in XYZ format:
```
100
C35H58CuN3OP2, DFT ωB97M-V/def2-TZVPD
Cu 0.921 0.066 -0.233
P 3.126 -0.029 0.117
P -3.015 1.239 0.470
O 0.818 -2.630 0.497
N -0.024 1.239 -1.458
N 0.923 1.557 1.163
N 0.101 -2.384 -1.682
C -2.355 -1.444 1.123
C 0.810 3.188 3.395
C -1.503 4.651 -1.637
C -4.479 -1.158 -0.062
C -3.556 -0.500 0.974
C 4.011 -1.265 1.236
C -4.199 -0.323 2.355
C 5.434 -0.839 1.635
C 3.366 1.516 1.113
C 5.455 0.017 -1.562
C -1.188 2.459 0.319
C 2.049 2.803 2.864
C -5.794 1.968 0.549
C -1.029 2.992 -3.405
C -0.626 -3.355 -4.161
C 2.055 1.949 1.761
C -0.688 -1.614 -2.504
C 0.605 -1.851 -0.418
C 4.089 -2.633 0.540
C 0.805 4.083 -1.969
C 0.442 -3.674 -2.033
C -4.477 2.240 -1.584
C -0.347 2.864 2.686
C -0.629 2.241 -0.998
C -4.426 2.360 -0.048
C -1.053 -2.096 -3.730
C 3.292 -0.806 -2.566
C 0.112 -4.144 -3.276
C 3.589 1.608 -2.100
C -0.960 -3.805 -5.544
C 3.935 0.202 -1.590
C -4.205 3.824 0.396
C -0.608 3.496 -2.025
C 3.152 -1.381 2.507
C -0.216 2.244 1.426
H -0.793 3.743 -4.167
H 4.147 1.410 1.878
H -6.147 0.975 0.251
H 3.064 -0.421 3.033
H 0.780 3.753 4.324
H 2.220 -0.604 -2.684
H -1.574 -1.041 1.776
H -5.794 2.030 1.646
H -0.943 -0.626 -2.134
H -5.126 0.256 2.326
H -3.494 2.396 -2.046
H -0.512 -3.134 -6.290
H -1.269 5.008 -0.629
H 0.440 -5.143 -3.555
H -5.170 2.998 -1.977
H 1.054 4.314 -0.923
H 1.555 3.395 -2.355
H -4.802 -2.128 0.347
H -4.268 3.897 1.490
H 6.108 -0.752 0.777
H -2.559 4.389 -1.737
H 3.766 -0.694 -3.553
H 5.749 -1.015 -1.337
H 3.020 3.112 3.243
H -1.898 -1.668 0.154
H 4.629 -2.589 -0.416
H -6.527 2.699 0.173
H -2.107 2.798 -3.438
H 5.943 0.701 -0.856
H 2.508 1.780 -2.020
H 5.462 0.098 2.199
H -3.257 4.274 0.084
H -0.527 2.050 -3.653
H 3.856 1.683 -3.166
H 5.849 0.252 -2.563
H -1.349 3.122 3.030
H -1.664 3.436 0.498
H -3.938 -1.345 -1.001
H -0.590 -4.819 -5.732
H -5.372 -0.581 -0.313
H -2.045 -3.796 -5.717
H -1.664 -1.471 -4.373
H 3.416 -1.846 -2.240
H -2.713 -2.393 1.554
H -1.307 5.481 -2.327
H 1.001 -4.244 -1.301
H 3.635 -2.093 3.191
H 5.842 -1.621 2.293
H -3.504 0.194 3.029
H -4.839 1.249 -1.894
H -4.424 -1.313 2.773
H 3.711 2.309 0.427
H 4.129 2.400 -1.566
H 0.876 5.017 -2.555
H 3.091 -3.051 0.370
H 2.149 -1.756 2.269
H 4.639 -3.321 1.199
H -5.005 4.448 -0.028
```

Results
E_HOMO (alpha / beta), eV: -8.783 / -8.785
Multiplicity: 2
<S²>: 0.767
LUMO level (alpha / beta), eV: -3.446 / -3.435
Total charge: +1
Orbital gap (alpha / beta), eV: 5.34 / 5.35
DFT total energy, eV: -106962.5740

Question: Look up the total charge of the fourth one.
Answer: +2

Question: Among the records above, which one has the lowest DFT total energy?
Answer: C22H35BBeCaCl5F2N5O19PS